1.
{"formula": "C12H18BrF6N3O6", "method": "ωB97M-V/def2-TZVPD", "elements": ["C", "N", "C", "C", "Br", "O", "C", "C", "N", "N", "C", "O", "F", "C", "O", "F", "C", "F", "F", "C", "F", "F", "H", "H", "H", "H", "H", "H", "H", "H", "H", "H", "H", "H", "C", "O", "C", "O", "O", "C", "H", "H", "H", "H", "H", "H"], "coordinates": [[-1.38573, -1.61884, 0.65692], [-0.37214, -2.12937, -0.26593], [0.52463, -3.09943, 0.34023], [1.40904, -2.49462, 1.49269], [2.52761, -4.00141, 2.14338], [2.14711, -1.41617, 1.00422], [2.16129, -0.28713, 1.84134], [1.80152, 1.00543, 1.01445], [2.18986, 0.92274, -0.38880], [3.43042, 1.53930, -0.67021], [3.97807, 1.01841, -1.91571], [5.09548, 0.84198, -2.04093], [3.15555, 0.78128, -2.94660], [3.30522, 2.95333, -0.86081], [2.69664, 3.68407, -0.21423], [4.02718, 3.45767, -1.88975], [3.55485, -0.12686, 2.51928], [4.52055, 0.25208, 1.64099], [3.97706, -1.29875, 3.03951], [3.56833, 0.91666, 3.69298], [3.84359, 0.26436, 4.85539], [2.37635, 1.53831, 3.88182], [-0.94554, -1.11741, 1.55065], [-2.05820, -2.43203, 0.98236], [-2.00029, -0.87452, 0.11979], [0.17895, -1.38655, -0.68665], [1.21336, -3.57717, -0.37367], [-0.09492, -3.86796, 0.84074], [0.72782, -2.25662, 2.32235], [1.43677, -0.31156, 2.67463], [0.69376, 1.04149, 1.02508], [2.12388, 1.92904, 1.52307], [1.45309, 1.21599, -1.02354], [4.38283, 1.65000, 3.56569], [-6.39684, -1.40457, -3.15393], [-5.43663, -0.72388, -2.34512], [-5.47138, 0.60704, -2.45507], [-6.21842, 1.24094, -3.15361], [-4.52874, 1.11282, -1.65156], [-4.44944, 2.53822, -1.66625], [-6.27040, -2.47040, -2.97864], [-7.40969, -1.12052, -2.86998], [-6.22400, -1.20045, -4.21014], [-5.38439, 2.97959, -1.32249], [-4.19896, 2.89985, -2.66317], [-3.65509, 2.82565, -0.98078]], "e_tot_ev": -115836.886, "gap_ev": 9.27, "largest_force_ev_per_a": 4.196, "charge": 0, "e_homo_ev": -9.23, "smiles": "CNC[C@@H](Br)O[C@H](CNN(C(=O)F)C(=O)F)C(F)(F)C(F)F.COC(=O)OC"}

=====

2.
{"formula": "C40H59BBrF3N8O4PSSi", "method": "ωB97M-V/def2-TZVPD", "elements": ["C", "C", "C", "C", "C", "P", "C", "O", "N", "C", "N", "Br", "B", "C", "O", "N", "S", "O", "O", "F", "C", "C", "F", "F", "C", "C", "Si", "C", "C", "C", "C", "C", "C", "C", "C", "H", "H", "H", "H", "H", "H", "H", "H", "H", "H", "H", "H", "H", "H", "H", "H", "H", "H", "H", "H", "H", "H", "H", "H", "H", "H", "H", "H", "H", "H", "H", "H", "H", "H", "N", "C", "C", "C", "C", "H", "H", "H", "H", "H", "N", "C", "C", "C", "C", "H", "H", "H", "H", "H", "N", "C", "C", "C", "C", "H", "H", "H", "H", "H", "N", "C", "C", "C", "C", "H", "H", "H", "H", "H", "N", "C", "C", "C", "C", "H", "H", "H", "H", "H"], "coordinates": [[-0.00611, -0.04346, -3.82529], [-0.12507, -0.65165, -2.34142], [-1.29746, -1.69820, -2.36992], [-0.92870, -2.82962, -3.44221], [-1.76700, -2.29383, -0.98894], [-3.69061, -2.35129, -1.29916], [-4.47525, -3.84595, -0.49937], [-4.29391, -0.92026, -0.57240], [-1.38492, -3.71871, -0.68752], [-1.34632, -3.93800, 0.73797], [-0.92416, -5.03879, 1.27946], [-0.85367, -5.18594, 3.14948], [-0.43705, -6.24527, 0.49756], [-1.28841, -7.10280, -0.53070], [0.91591, -6.58713, 0.68715], [-1.79163, -2.71051, 1.28237], [-3.00117, -2.62153, 2.42684], [-3.77918, -1.41632, 2.34341], [-3.78842, -3.82908, 2.51779], [-2.21811, -2.52050, 3.86216], [-1.48792, -1.57658, 0.37601], [0.04884, -1.27519, 0.79721], [0.95700, -2.05932, 0.08758], [0.16944, -1.69725, 2.14021], [0.40170, 0.26652, 0.80638], [0.50873, 0.86216, 2.27620], [0.74208, 2.78051, 2.13470], [1.64833, 3.27553, 3.75258], [-0.96294, 3.60967, 2.06503], [1.86497, 3.15648, 0.65371], [1.51222, 2.95560, -0.74921], [2.38934, 3.22242, -1.87522], [3.72043, 3.73754, -1.59507], [4.09318, 3.94863, -0.20864], [3.21673, 3.66071, 0.92658], [0.82693, -0.49278, -4.41166], [0.18349, 1.05485, -3.70032], [-0.98668, -0.13767, -4.37079], [0.88258, -1.06423, -2.10835], [-0.44426, 0.20670, -1.70429], [-2.17806, -1.16611, -2.82981], [-1.50596, -3.76527, -3.24723], [-1.28949, -2.44766, -4.43638], [0.17283, -2.97453, -3.54559], [-5.19700, -4.25782, -1.26061], [-5.10821, -3.49252, 0.35363], [-3.78364, -4.68261, -0.24913], [-3.88934, -0.21535, -1.11598], [-0.40922, -3.84527, -1.00492], [-0.56527, -7.44576, -1.32480], [-2.09570, -6.50841, -1.02017], [-1.63773, -8.02329, 0.00339], [1.08751, -6.84499, 1.61181], [-1.96925, -0.58631, 0.53859], [1.40780, 0.36126, 0.31373], [-0.39350, 0.85053, 0.28218], [1.45345, 0.48152, 2.74391], [-0.40866, 0.61471, 2.87252], [1.94797, 4.35115, 3.76744], [2.56734, 2.62581, 3.78147], [1.04769, 2.99272, 4.65864], [-1.48101, 3.25013, 1.12891], [-0.94170, 4.72741, 2.03458], [-1.61700, 3.27486, 2.91692], [0.49620, 2.53948, -0.95590], [1.98072, 3.02048, -2.89021], [4.39431, 3.93656, -2.45418], [5.11468, 4.32470, 0.01771], [3.58965, 3.83324, 1.96316], [-0.44633, 3.79346, -5.09173], [0.83784, 4.17753, -5.37376], [1.18291, 3.64084, -6.58689], [0.06229, 2.90873, -7.05902], [-0.92762, 3.02376, -6.11727], [-0.95643, 4.03968, -4.26153], [1.39272, 4.79703, -4.68727], [2.13356, 3.76122, -7.08184], [-0.00987, 2.36077, -7.98524], [-1.92919, 2.62552, -6.08728], [5.14638, 7.67617, 5.92083], [5.40191, 6.35588, 6.17796], [4.96756, 5.62588, 5.10232], [4.43466, 6.54061, 4.15805], [4.56162, 7.79723, 4.68975], [5.35685, 8.43951, 6.54040], [5.86772, 6.05207, 7.10135], [5.02688, 4.55311, 5.00322], [4.00688, 6.30353, 3.19580], [4.28664, 8.76445, 4.30104], [-7.65960, -2.29654, -1.86361], [-8.78501, -2.84913, -1.31191], [-9.63904, -3.17456, -2.33317], [-9.00368, -2.81010, -3.54868], [-7.78391, -2.27410, -3.22770], [-6.86496, -1.95989, -1.34677], [-8.87995, -2.96066, -0.24373], [-10.61221, -3.62554, -2.22091], [-9.39705, -2.92840, -4.54592], [-6.99607, -1.87858, -3.84866], [9.46326, 10.25010, 3.20447], [8.59256, 10.20922, 2.14939], [7.50686, 9.46149, 2.52653], [7.72811, 9.03934, 3.86299], [8.94161, 9.54349, 4.25458], [10.34841, 10.72590, 3.20801], [8.82117, 10.71302, 1.22415], [6.64793, 9.24249, 1.91161], [7.07225, 8.43529, 4.46784], [9.47824, 9.46020, 5.18595], [-1.29266, -11.19630, 0.09281], [-2.13779, -11.20699, -0.98634], [-3.23213, -11.96341, -0.65825], [-3.04537, -12.42322, 0.67124], [-1.84310, -11.93248, 1.10903], [-0.40761, -10.72242, 0.13302], [-1.88554, -10.67783, -1.89145], [-4.07474, -12.16423, -1.30073], [-3.71766, -13.04383, 1.24210], [-1.33169, -12.04342, 2.05162]], "e_tot_ev": -169411.922, "gap_ev": 4.61, "largest_force_ev_per_a": 4.496, "charge": 1, "e_homo_ev": -9.25}

=====

3.
{"formula": "C4H8O2", "method": "ωB97M-V/def2-TZVPD", "elements": ["C", "C", "C", "O", "C", "O", "H", "H", "H", "H", "H", "H", "H", "H"], "coordinates": [[1.47553, -0.12645, -0.19113], [0.25449, -0.24085, 0.70274], [-0.48298, 1.07748, 0.88160], [-0.14809, 2.11175, 0.36147], [-0.74008, -1.28728, 0.22419], [-0.61277, -1.91999, -0.79360], [2.03535, -1.06527, -0.19538], [1.17716, 0.09488, -1.21863], [2.12811, 0.67884, 0.15483], [0.52891, -0.55165, 1.72642], [-1.37530, 1.03699, 1.54342], [-1.25712, 1.11004, -1.98178], [-1.62078, -1.44373, 0.88413], [-1.38040, 0.39805, -2.15908]], "e_tot_ev": -8371.030, "gap_ev": 10.58, "largest_force_ev_per_a": 0.578, "relative_energy_kj_mol": 217.2, "charge": 0, "e_homo_ev": -10.10, "smiles": "CC(C=O)C=O.[H][H]"}

=====

4.
{"formula": "C8H9BrClFO9S2", "method": "ωB97M-V/def2-TZVPD", "elements": ["O", "C", "Cl", "C", "C", "S", "O", "O", "F", "O", "C", "O", "O", "C", "Br", "C", "C", "C", "S", "O", "O", "O", "H", "H", "H", "H", "H", "H", "H", "H", "H"], "coordinates": [[-4.93322, -2.15293, 0.02827], [-3.69228, -2.14713, 0.28280], [-3.17283, -2.83618, 1.88417], [-2.73177, -1.56003, -0.85740], [-1.39849, -0.83222, -0.31893], [-0.08759, -2.14845, -0.49567], [1.17772, -1.86936, 0.26380], [-0.64311, -3.46339, 0.00321], [0.31209, -2.35123, -2.12441], [-1.61723, -0.20248, 0.96132], [-2.45717, 0.93139, 0.58544], [-3.38976, 1.34132, 1.29452], [-2.03464, 1.43705, -0.71245], [-1.02163, 0.47415, -1.16815], [-1.36904, 0.36100, -3.15844], [0.47654, 1.04227, -1.15492], [1.10155, 1.29508, 0.30503], [2.71760, 1.37847, 0.08758], [3.65302, 1.72810, 1.64622], [4.89694, 2.50276, 1.22318], [2.90532, 2.59278, 2.62124], [4.23882, 0.31216, 2.38577], [-3.38161, -0.82453, -1.47475], [-2.46213, -2.43341, -1.55728], [1.22043, 0.40500, -1.76840], [0.43949, 2.06452, -1.70199], [0.72993, 2.31391, 0.71744], [0.81764, 0.52083, 1.09649], [2.98622, 2.22199, -0.65729], [3.04287, 0.35408, -0.35042], [3.67635, -0.45549, 2.11401]], "e_tot_ev": -133816.555, "gap_ev": 8.77, "largest_force_ev_per_a": 8.179, "charge": 0, "e_homo_ev": -10.69, "smiles": "O=C(Cl)C[C@]1(S(=O)(=O)F)OC(=O)O[C@@]1(Br)CCCS(=O)(=O)O"}

=====

5.
{"formula": "C6H6", "method": "ωB97M-V/def2-TZVPD", "elements": ["C", "C", "C", "C", "C", "C", "H", "H", "H", "H", "H", "H"], "coordinates": [[1.20288, 2.10969, 0.29161], [0.43938, 0.83769, 0.29027], [-0.19641, 0.01225, 1.07900], [-0.87939, -1.08316, 1.21667], [-1.14774, -1.83070, 0.20519], [-1.16997, -2.24029, -1.04880], [2.20196, 1.92005, -0.11801], [1.29590, 2.56109, 1.27925], [0.71037, 2.81471, -0.38828], [-1.94578, -1.90698, -1.73236], [-0.36835, -2.85347, -1.45103], [0.31880, 0.34898, -0.69576]], "e_tot_ev": -6313.665, "gap_ev": 8.69, "largest_force_ev_per_a": 0.468, "relative_energy_kj_mol": 534.0, "charge": 0, "e_homo_ev": -8.66, "smiles": "C=C=C=C=CC"}

=====

6.
{"formula": "C6H12CaF6N3O18S6", "method": "ωB97M-V/def2-TZVPD", "elements": ["Ca", "N", "S", "O", "O", "F", "S", "O", "O", "F", "N", "S", "O", "O", "F", "S", "O", "O", "F", "N", "S", "O", "O", "F", "S", "O", "O", "F", "C", "O", "C", "O", "O", "C", "H", "H", "H", "H", "H", "H", "C", "O", "C", "O", "O", "C", "H", "H", "H", "H", "H", "H"], "coordinates": [[0.24716, -0.20397, 0.12966], [0.33000, 2.42461, -2.22912], [0.92727, 3.87088, -2.31293], [-0.02527, 4.99703, -2.08199], [2.06539, 4.10031, -3.25169], [1.68660, 3.92970, -0.87866], [0.05192, 2.31352, -3.92062], [1.04080, 1.48691, -4.59250], [-0.47353, 3.50127, -4.51559], [-1.25385, 1.34282, -3.79092], [3.47313, 0.36050, 1.12582], [4.36733, 0.68166, 2.63198], [4.46764, 2.11999, 2.99951], [5.56446, -0.13141, 2.96668], [3.24311, 0.15541, 3.69835], [4.77152, 0.72155, 0.41130], [5.83230, -0.28404, 0.21025], [5.20550, 2.09163, 0.33941], [4.14907, 0.49186, -1.06297], [-2.43193, -1.98336, 1.09576], [-4.17374, -2.02857, 1.03011], [-4.85168, -1.60032, 2.23249], [-4.89894, -3.01404, 0.24138], [-4.26894, -0.74608, 0.11560], [-2.47429, -3.37663, 1.82414], [-2.81971, -4.58474, 1.08316], [-2.78530, -3.44638, 3.22896], [-0.85987, -3.50946, 1.95962], [-1.89652, -3.57009, -3.97572], [-0.54304, -3.89869, -4.37421], [0.44729, -3.35787, -3.67999], [0.43711, -2.67609, -2.69361], [1.63486, -3.79652, -4.19014], [2.92192, -3.47985, -3.51113], [-2.21020, -4.19130, -3.13679], [-2.75036, -3.62640, -4.65090], [-2.02815, -2.54323, -3.63466], [3.18169, -2.43947, -3.70668], [3.66360, -4.20105, -3.85445], [2.81803, -3.61316, -2.43431], [-2.57925, 4.54915, 2.63573], [-2.63386, 3.42448, 3.47603], [-1.75790, 2.47105, 3.57647], [-0.75455, 2.26698, 2.86551], [-2.05496, 1.78839, 4.69050], [-1.21801, 0.75391, 5.14104], [-1.86605, 5.34626, 2.84562], [-3.45134, 5.19795, 2.71710], [-2.42374, 4.29976, 1.58610], [-1.02277, 0.32608, 4.15771], [-1.63060, 0.02150, 5.83490], [-0.38955, 1.26758, 5.62879]], "e_tot_ev": -147490.720, "gap_ev": 6.50, "largest_force_ev_per_a": 11.527, "relative_energy_kj_mol": 1019.1, "charge": -1, "e_homo_ev": -8.02}

=====

7.
{"formula": "C3H11N2S", "method": "ωB97M-V/def2-TZVPD", "elements": ["C", "C", "S", "H", "H", "H", "H", "H", "H", "N", "C", "N", "H", "H", "H", "H", "H"], "coordinates": [[-2.17985, 1.48058, 0.47931], [-1.19493, 2.05016, -0.52858], [0.48854, 1.37177, -0.03939], [-3.12567, 1.84067, 0.07178], [-2.19162, 0.38375, 0.43665], [-2.04348, 1.75134, 1.52506], [-1.11705, 3.09663, -0.24763], [-1.35109, 1.60992, -1.50210], [1.58133, 2.14018, 0.09112], [1.84202, -1.71070, -1.13614], [1.26380, -2.54560, -0.17589], [0.67006, -1.96261, 0.95098], [1.64361, -0.72768, -0.99992], [2.78676, -1.78360, -1.47790], [1.63172, -3.56033, -0.13527], [0.75957, -2.46570, 1.81168], [0.53627, -0.96876, 0.87627]], "e_tot_ev": -17102.038, "gap_ev": [5.63, 9.29], "largest_force_ev_per_a": 3.057, "relative_energy_kj_mol": 105.8, "spin_multiplicity": 2, "charge": 0, "e_homo_ev": [-4.93, -8.65]}